(1)
The following is a DFT calculation (ωB97M-V with the def2-TZVPD basis set) of a 5-piece molecular cluster, C43H44N5O15PS overall at a distorted geometry.

```
109
C43H44N5O15PS ωB97M-V with the def2-TZVPD basis set
C 0.400 -2.190 3.789
C 0.288 -3.695 4.130
C -1.129 -4.000 4.660
C -2.166 -3.868 3.508
N -3.222 -2.903 3.873
C -4.413 -3.105 3.109
C -5.388 -3.919 3.625
N -5.237 -4.583 4.906
C -5.434 -3.789 5.828
O -5.618 -3.293 6.845
C -6.576 -4.156 2.858
C -7.660 -5.093 3.361
C -7.600 -6.412 2.554
C -6.263 -7.163 2.728
C -5.206 -6.828 1.663
S -5.253 -7.948 0.281
O -6.531 -7.932 -0.345
O -4.727 -9.223 0.653
O -4.215 -7.287 -0.769
C -6.732 -3.555 1.627
O -7.873 -3.821 0.914
C -8.735 -2.689 0.752
C -9.946 -2.737 1.686
C -5.723 -2.710 1.071
N -5.931 -2.156 -0.160
C -4.914 -1.435 -0.571
C -3.721 -1.228 0.171
P -2.363 -0.201 -0.515
N -2.211 1.115 0.273
O -2.603 0.081 -2.080
O -1.054 -1.153 -0.437
N -3.533 -1.731 1.370
C -4.558 -2.497 1.831
H -0.112 -1.995 2.841
H 1.432 -1.867 3.645
H -0.068 -1.620 4.594
H 1.019 -3.949 4.902
H 0.488 -4.261 3.214
H -1.374 -3.255 5.421
H -1.163 -4.991 5.118
H -2.606 -4.852 3.326
H -1.616 -3.570 2.607
H -2.842 -1.991 3.635
H -7.518 -5.309 4.421
H -8.634 -4.622 3.235
H -7.897 -6.272 1.515
H -8.373 -7.054 2.997
H -6.465 -8.235 2.659
H -5.883 -6.929 3.725
H -5.259 -5.811 1.267
H -4.212 -6.939 2.115
H -3.411 -7.065 -0.276
H -9.130 -2.716 -0.268
H -8.217 -1.733 0.851
H -10.636 -1.952 1.355
H -9.655 -2.472 2.706
H -10.478 -3.685 1.616
H -4.998 -0.955 -1.544
H -2.927 1.134 0.992
H -2.261 -0.671 -2.591
H -1.314 -2.083 -0.389
C 2.137 2.868 -3.698
C 2.999 2.246 -2.901
C 2.532 1.337 -1.827
O 3.319 0.773 -1.095
C 1.068 1.144 -1.677
C 0.206 1.767 -2.478
C 0.676 2.678 -3.552
O -0.110 3.246 -4.283
H 2.459 3.535 -4.487
H 4.065 2.372 -2.991
H 0.750 0.476 -0.888
H -0.863 1.644 -2.387
C 4.006 6.006 -2.146
C 3.997 7.095 -1.383
C 5.166 8.010 -1.334
O 5.159 9.000 -0.635
C 6.345 7.664 -2.170
C 6.350 6.572 -2.931
C 5.183 5.661 -2.979
O 5.186 4.665 -3.676
H 3.165 5.325 -2.196
H 3.148 7.365 -0.768
H 7.188 8.342 -2.121
H 7.198 6.300 -3.548
C 11.687 9.320 0.768
C 10.888 9.642 -0.246
C 9.496 9.136 -0.318
O 8.767 9.427 -1.244
C 9.025 8.261 0.783
C 9.823 7.939 1.797
C 11.217 8.444 1.871
O 11.944 8.152 2.795
H 12.706 9.677 0.839
H 11.211 10.279 -1.059
H 8.005 7.906 0.712
H 9.499 7.302 2.610
C 6.472 0.518 -7.632
C 5.315 0.342 -6.999
C 4.948 1.163 -5.817
O 3.889 0.990 -5.247
C 5.922 2.192 -5.371
C 7.078 2.366 -6.006
C 7.445 1.545 -7.185
O 8.498 1.707 -7.764
H 6.757 -0.071 -8.494
H 4.592 -0.402 -7.311
H 5.646 2.790 -4.512
H 7.800 3.110 -5.696
```

## Properties
* frontier orbital gap: 7.25 eV
* HOMO: -0.3302 Ha
* LUMO level: -0.0639 Eh
* structure (SMILES): CCCCNc1c(N=C=O)c(CCCCS(=O)(=O)O)c(OCC)c2ncc(P(=N)(O)O)nc12.O=C1C=CC(=O)C=C1.O=C1C=CC(=O)C=C1.O=C1C=CC(=O)C=C1.O=C1C=CC(=O)C=C1



(2)
The following is a DFT calculation (ωB97M-V with the def2-TZVPD basis set) of C43H45N3PS2Ta as an isolated structure at a distorted geometry.

```
95
C43H45N3PS2Ta ωB97M-V with the def2-TZVPD basis set
Ta -0.006 0.561 0.033
C 0.100 -1.244 2.816
N 0.995 -0.378 2.018
C 1.355 0.815 2.847
C 0.115 1.581 3.208
N -0.609 2.027 1.969
C -2.073 1.955 2.260
C -0.306 3.444 1.705
C -0.363 4.402 2.710
C -0.109 5.731 2.411
C 0.204 6.114 1.112
C 0.237 5.168 0.104
C -0.030 3.835 0.407
S -0.171 2.672 -0.900
C 2.264 -1.060 1.727
C 2.791 -2.037 2.557
C 4.024 -2.595 2.251
C 4.738 -2.161 1.143
C 4.224 -1.165 0.329
C 2.981 -0.617 0.621
S 2.309 0.689 -0.353
H 0.455 -1.344 3.843
H 0.044 -2.235 2.375
H -0.897 -0.823 2.841
H 2.032 1.440 2.263
H 1.891 0.482 3.739
H 0.395 2.435 3.817
H -0.568 0.982 3.807
H -2.305 2.551 3.145
H -2.365 0.923 2.445
H -2.634 2.340 1.419
H -0.619 4.132 3.727
H -0.155 6.472 3.197
H 0.409 7.151 0.886
H 0.457 5.452 -0.916
H 2.255 -2.389 3.428
H 4.428 -3.374 2.884
H 5.698 -2.601 0.910
H 4.772 -0.819 -0.538
C -3.638 2.394 -1.082
C -4.554 1.561 -0.224
C -5.824 2.076 0.022
C -6.781 1.374 0.734
C -6.488 0.103 1.194
C -5.231 -0.432 0.971
C -4.237 0.290 0.302
P -2.628 -0.520 -0.086
C -2.729 -2.171 0.724
C -2.887 -2.101 2.118
C -2.933 -3.221 2.921
C -2.802 -4.470 2.332
C -2.657 -4.562 0.961
C -2.636 -3.443 0.120
C -2.572 -3.758 -1.357
C -2.753 -0.720 -1.873
C -3.947 -1.184 -2.435
C -4.051 -1.343 -3.800
C -2.964 -1.024 -4.611
C -1.796 -0.535 -4.057
C -1.671 -0.362 -2.674
C -0.389 0.233 -2.132
H -4.231 3.028 -1.740
H -2.987 1.795 -1.714
H -3.007 3.061 -0.493
H -6.071 3.050 -0.383
H -7.760 1.806 0.897
H -7.237 -0.485 1.708
H -5.049 -1.442 1.302
H -3.015 -1.132 2.588
H -3.077 -3.121 3.989
H -2.833 -5.368 2.935
H -2.575 -5.541 0.505
H -2.113 -4.736 -1.495
H -2.027 -3.045 -1.969
H -3.579 -3.807 -1.775
H -4.792 -1.416 -1.796
H -4.970 -1.709 -4.237
H -3.040 -1.143 -5.684
H -0.967 -0.265 -4.700
H -0.223 1.155 -2.693
H 0.435 -0.395 -2.469
N 0.110 -1.787 -0.370
C 1.185 -2.722 -0.735
C 1.442 -3.790 0.110
C 2.426 -4.710 -0.219
C 3.134 -4.577 -1.403
C 2.847 -3.524 -2.259
C 1.873 -2.592 -1.931
H -0.402 -2.229 0.393
H -0.554 -1.835 -1.143
H 0.876 -3.910 1.028
H 2.633 -5.535 0.450
H 3.899 -5.295 -1.663
H 3.384 -3.423 -3.193
H 1.676 -1.777 -2.611
```

## Properties
* frontier orbital gap: 7.12 eV
* HOMO: -0.5038 Ha
* LUMO level: -0.2421 Eh
* relative energy (zero: lowest compared OMol25 entry of this formula, charge and spin): 0.0 kcal/mol
* total charge: +2



(3)
The following is a DFT calculation (ωB97M-V with the def2-TZVPD basis set) of a 6-piece molecular cluster, C43H46Br2F4N7O10P2S2 overall at a distorted geometry.

```
116
C43H46Br2F4N7O10P2S2 ωB97M-V with the def2-TZVPD basis set
C 0.562 -0.085 3.032
P 1.277 0.025 1.282
C 2.962 0.929 1.272
P -0.143 0.980 -0.127
F 1.045 0.737 -1.398
C -1.240 1.946 -1.349
C -2.789 2.051 -0.963
C -3.114 2.857 0.387
S -4.967 3.253 0.395
C -5.873 1.614 0.229
S -7.022 1.432 -0.964
N -5.471 0.554 1.201
C -4.649 -0.601 0.909
C -4.469 -1.375 2.231
N -5.212 -0.685 3.280
C -5.782 0.474 2.636
C -1.011 -0.699 -0.474
C -0.075 -1.780 -1.200
C -0.839 -3.209 -1.358
F -1.974 -2.966 -2.227
Br -1.518 -3.949 0.350
C 0.137 -4.339 -1.991
F 1.060 -4.815 -1.016
F -0.670 -5.473 -2.385
Br 1.094 -3.737 -3.611
H 1.141 0.575 3.784
H 0.654 -1.179 3.364
H -0.535 0.230 2.975
H 3.575 0.601 2.185
H 3.568 0.658 0.331
H 2.857 2.066 1.316
H 0.519 2.249 0.190
H -1.033 1.162 0.992
H -1.191 1.373 -2.357
H -0.749 2.967 -1.557
H -3.298 2.646 -1.820
H -3.348 1.057 -0.910
H -2.898 2.195 1.305
H -2.518 3.831 0.490
H -4.222 -0.860 -0.123
H -3.848 -2.331 2.373
H -6.429 1.301 3.093
H -1.403 -1.069 0.540
H -1.948 -0.598 -1.148
H 0.072 -1.416 -2.283
H 0.897 -2.012 -0.655
C 7.452 4.058 -1.853
C 6.801 2.973 -1.274
C 5.450 3.062 -0.955
C 4.759 4.242 -1.224
C 5.407 5.334 -1.797
C 6.759 5.238 -2.110
N 3.330 4.329 -0.912
O 2.805 3.357 -0.394
O 2.746 5.369 -1.192
H 8.506 3.984 -2.107
H 7.346 2.056 -1.075
H 4.953 2.209 -0.504
H 4.878 6.258 -2.005
H 7.273 6.082 -2.559
C 4.367 -3.938 -1.381
C 5.622 -4.291 -1.869
C 6.681 -3.393 -1.779
C 6.472 -2.145 -1.194
C 5.215 -1.783 -0.711
C 4.162 -2.686 -0.808
N 7.590 -1.207 -1.075
O 8.675 -1.551 -1.527
O 7.380 -0.133 -0.527
H 3.543 -4.643 -1.448
H 5.775 -5.266 -2.316
H 7.655 -3.680 -2.162
H 5.043 -0.812 -0.259
H 3.180 -2.415 -0.432
C -3.821 5.508 6.630
C -4.526 4.380 6.222
C -3.946 3.479 5.335
C -2.655 3.716 4.867
C -1.947 4.847 5.265
C -2.535 5.745 6.150
N -2.032 2.757 3.952
O -2.693 1.785 3.610
O -0.888 2.978 3.587
H -4.274 6.207 7.327
H -5.528 4.202 6.598
H -4.506 2.604 5.024
H -0.944 5.041 4.901
H -1.991 6.627 6.470
C 8.670 -4.176 -6.938
C 7.708 -4.603 -7.848
C 6.531 -5.190 -7.394
C 6.327 -5.339 -6.024
C 7.289 -4.920 -5.108
C 8.464 -4.337 -5.572
N 5.078 -5.933 -5.540
O 4.265 -6.306 -6.373
O 4.917 -6.018 -4.330
H 9.585 -3.713 -7.297
H 7.874 -4.477 -8.913
H 5.789 -5.519 -8.113
H 7.140 -5.036 -4.041
H 9.219 -4.004 -4.867
C -8.692 -0.638 2.407
C -9.330 -1.729 2.991
C -10.683 -1.657 3.308
C -11.388 -0.486 3.031
C -10.752 0.612 2.454
C -9.399 0.531 2.143
N -12.818 -0.414 3.340
O -13.338 -1.390 3.863
O -13.412 0.616 3.054
H -7.637 -0.701 2.156
H -8.773 -2.637 3.195
H -11.168 -2.513 3.762
H -11.293 1.528 2.240
H -8.895 1.379 1.691
```

## Properties
* frontier orbital gap: 3.93 eV
* HOMO: -0.1226 Ha
* LUMO level: 0.0218 Eh
* total charge: -1



(4)
The following is a DFT calculation (ωB97M-V with the def2-TZVPD basis set) of C43H46N4O2PRuSi2 as an isolated structure at a distorted geometry.

```
99
C43H46N4O2PRuSi2 ωB97M-V with the def2-TZVPD basis set
Ru -0.593 -1.845 0.439
O 1.881 -4.975 0.014
C 0.922 -4.237 0.051
N 0.739 -3.180 0.961
C 1.099 -3.300 2.310
C 1.905 -4.312 2.826
C 2.152 -4.378 4.187
C 1.603 -3.431 5.034
C 0.800 -2.417 4.530
C 0.538 -2.328 3.162
N -0.185 -1.278 2.503
C -0.792 -0.377 3.281
O -1.062 -0.429 4.481
C -1.384 0.860 2.592
C -2.680 1.142 3.005
C -3.496 1.991 2.288
C -3.015 2.504 1.096
C -1.693 2.294 0.793
N -0.848 1.576 1.566
C -0.282 -4.359 -0.846
C -0.587 -5.517 -1.472
C -1.769 -5.776 -2.280
C -2.813 -4.989 -2.590
C -3.044 -3.557 -2.166
N -1.061 -3.255 -0.776
H 2.336 -5.034 2.151
H 2.775 -5.172 4.580
H 1.787 -3.473 6.099
H 0.377 -1.699 5.209
H -3.018 0.607 3.880
H -4.499 2.213 2.630
H -3.623 3.089 0.422
H -1.244 2.699 -0.093
H 0.138 -6.314 -1.373
H -1.801 -6.776 -2.702
H -3.577 -5.413 -3.233
H -4.125 -3.369 -2.171
C 2.734 -0.258 2.410
Si 1.992 1.436 2.675
C 3.517 2.507 2.387
C 1.362 1.766 4.404
C 0.628 1.923 1.354
Si 0.910 3.807 0.911
C 2.435 3.854 -0.186
C 0.978 4.830 2.483
C -0.379 4.740 -0.103
H 3.815 -0.145 2.298
H 2.353 -0.754 1.516
H 2.557 -0.930 3.247
H 4.231 2.142 3.131
H 3.432 3.582 2.515
H 3.954 2.305 1.409
H 2.223 1.899 5.064
H 0.763 0.951 4.806
H 0.766 2.679 4.454
H 0.937 1.384 0.452
H 3.330 4.193 0.328
H 2.244 4.544 -1.011
H 2.649 2.876 -0.623
H 1.738 4.546 3.205
H 0.009 4.781 2.989
H 1.141 5.876 2.211
H -0.557 4.318 -1.095
H 0.061 5.731 -0.250
H -1.336 4.884 0.398
C -2.360 3.512 -5.092
C -1.021 3.656 -4.752
C -0.441 2.796 -3.835
C -1.181 1.763 -3.254
C -2.526 1.636 -3.594
C -3.110 2.503 -4.509
P -0.439 0.778 -1.898
C -1.534 -0.673 -1.742
C -1.668 -1.515 -2.931
C -2.363 -2.639 -3.151
C -2.493 -3.317 -0.756
C -2.783 -2.000 -0.056
C -2.304 -0.787 -0.582
C 1.039 0.024 -2.672
C 1.299 0.011 -4.039
C 2.446 -0.597 -4.531
C 3.341 -1.208 -3.665
C 3.092 -1.202 -2.299
C 1.956 -0.578 -1.810
H -2.815 4.184 -5.809
H -0.428 4.443 -5.202
H 0.604 2.922 -3.571
H -3.120 0.845 -3.151
H -4.155 2.384 -4.768
H -1.177 -1.103 -3.808
H -2.375 -2.993 -4.177
H -2.820 -4.135 -0.102
H -3.494 -1.974 0.760
H -2.518 0.121 -0.031
H 0.600 0.462 -4.732
H 2.633 -0.604 -5.597
H 4.229 -1.691 -4.053
H 3.774 -1.688 -1.614
H 1.764 -0.589 -0.740
```

## Properties
* frontier orbital gap (spin up / spin down): 5.48 / 5.80 eV
* HOMO (spin up / spin down): -0.2450 / -0.2564 Ha
* spin multiplicity: 2
* LUMO level (spin up / spin down): -0.0436 / -0.0432 Eh
* relative energy (zero: lowest compared OMol25 entry of this formula, charge and spin): 64.5 kcal/mol



Computed electronic energy, in the same sequence as the records: -3806.7697; -3024.1651; -9827.7901; -3050.8469 Eh.